{"formula": "C19H43MnN9O4S", "method": "ωB97M-V/def2-TZVPD", "elements": ["Mn", "N", "C", "C", "O", "N", "C", "C", "O", "O", "H", "H", "H", "H", "H", "H", "N", "C", "N", "O", "H", "H", "H", "H", "C", "N", "C", "C", "N", "N", "C", "C", "H", "H", "H", "H", "H", "H", "H", "H", "H", "H", "H", "H", "H", "C", "C", "C", "C", "N", "C", "S", "N", "C", "C", "C", "C", "H", "H", "H", "H", "H", "H", "H", "H", "H", "H", "H", "H", "H", "H", "H", "H", "H", "H", "H", "H"], "coordinates": [[-0.5741, -1.5554, -0.9592], [-0.5954, -1.8872, -3.1572], [-2.0095, -1.8433, -3.5817], [-2.9565, -2.0512, -2.3882], [-4.0854, -2.4816, -2.5516], [-2.4114, -1.6772, -1.2160], [-3.2733, -1.6645, -0.0508], [-2.3752, -1.6103, 1.1983], [-2.8300, -1.5707, 2.3179], [-1.1095, -1.5913, 0.9099], [-0.0209, -1.3711, -3.8182], [-0.2782, -2.8583, -3.1663], [-2.2376, -2.5883, -4.3504], [-2.2302, -0.8532, -3.9912], [-3.9332, -2.5371, -0.0188], [-3.9112, -0.7736, -0.0481], [-1.4926, -5.0898, 0.6918], [-1.4961, -4.6731, -0.5925], [-2.4868, -5.1700, -1.3660], [-0.6131, -3.9270, -1.0415], [-2.2608, -5.6136, 1.0727], [-0.8385, -4.6894, 1.3407], [-3.2701, -5.6429, -0.9498], [-2.6405, -4.7859, -2.2820], [2.1210, 0.7602, -1.8712], [3.0330, -0.3199, -1.5606], [4.1489, -0.4526, -2.4830], [2.6456, -1.3531, -0.7767], [1.3802, -1.5808, -0.4898], [3.6323, -2.1497, -0.2811], [3.3391, -3.5004, 0.1557], [4.9219, -1.6365, 0.1440], [2.7020, 1.5953, -2.2585], [1.6059, 1.0881, -0.9740], [1.3644, 0.4734, -2.6088], [3.7852, -0.3379, -3.5069], [4.6042, -1.4340, -2.3932], [4.9054, 0.3135, -2.2999], [1.3254, -2.2779, 0.2552], [3.1401, -3.5570, 1.2313], [4.2038, -4.1263, -0.0673], [2.4838, -3.8915, -0.3939], [4.9898, -0.5703, -0.0466], [5.7360, -2.1478, -0.3737], [5.0389, -1.8031, 1.2182], [2.2564, 2.9343, 1.6188], [1.9466, 2.5726, 3.0679], [1.2629, 1.2140, 3.2441], [-0.1876, 1.1790, 2.7617], [-0.2660, 1.0712, 1.3157], [-1.2444, 1.5307, 0.5273], [-1.1947, 1.1816, -1.1425], [-2.2073, 2.2979, 1.0241], [-3.2126, 2.9840, 0.2334], [-2.7070, 4.3043, -0.3593], [-2.5808, 5.4622, 0.6330], [-1.5592, 5.2412, 1.7461], [2.7396, 3.9081, 1.5691], [1.3524, 2.9728, 1.0163], [2.9341, 2.2042, 1.1770], [1.3143, 3.3468, 3.5075], [2.8828, 2.5628, 3.6285], [1.2583, 0.9637, 4.3060], [1.8400, 0.4413, 2.7295], [-0.6735, 2.1035, 3.0778], [-0.7140, 0.3313, 3.2129], [0.2799, 0.3193, 0.9135], [-2.2122, 2.4834, 2.0136], [-4.0778, 3.1584, 0.8749], [-3.5087, 2.3187, -0.5803], [-3.4063, 4.6017, -1.1431], [-1.7412, 4.1152, -0.8340], [-3.5563, 5.6734, 1.0767], [-2.2911, 6.3470, 0.0631], [-1.9444, 4.5774, 2.5180], [-1.3269, 6.1873, 2.2285], [-0.6323, 4.8250, 1.3534]], "forces_ev_per_angstrom": [[-0.543, 0.475, -0.228], [0.100, -0.183, 0.572], [-0.473, -0.136, 0.032], [0.346, -0.014, -0.586], [0.038, 0.106, 0.019], [-0.789, -0.332, -0.106], [0.259, 0.106, 0.483], [-1.527, -0.027, -0.209], [0.244, 0.014, -0.091], [1.629, -0.249, -0.624], [0.032, 0.013, 0.262], [0.021, 0.175, 0.012], [0.063, 0.146, 0.092], [0.035, -0.106, 0.053], [0.088, 0.077, 0.024], [-0.002, -0.091, -0.007], [-0.036, 0.015, 0.132], [-0.274, -0.323, 0.156], [-0.040, 0.003, -0.001], [0.491, 0.407, -0.233], [0.034, 0.010, 0.023], [0.004, 0.105, -0.099], [-0.005, -0.009, -0.035], [0.039, 0.096, 0.037], [-0.134, 0.071, 0.169], [-0.093, -0.248, 0.049], [0.200, -0.049, -0.093], [0.441, 0.191, -0.120], [-0.147, -0.347, 0.403], [-0.281, -0.015, -0.167], [-0.060, -0.095, -0.014], [0.110, 0.078, 0.036], [-0.022, -0.004, -0.032], [-0.075, 0.014, -0.013], [0.059, 0.043, -0.003], [0.003, 0.014, 0.017], [0.020, 0.020, -0.021], [-0.021, -0.035, -0.016], [0.077, 0.221, -0.025], [0.003, 0.008, -0.010], [-0.035, -0.024, 0.056], [0.030, -0.057, 0.030], [0.006, 0.006, 0.015], [0.006, 0.033, 0.004], [0.007, 0.003, -0.028], [-0.047, 0.114, 0.163], [0.061, -0.204, -0.184], [-0.141, 0.351, 0.028], [0.032, -0.187, 0.202], [-0.006, 0.054, 0.074], [0.258, -0.002, -0.243], [0.147, -0.402, -0.236], [0.039, -0.114, 0.502], [-0.063, 0.319, -0.445], [-0.166, 0.001, 0.236], [0.126, -0.179, -0.111], [-0.136, 0.156, -0.086], [0.049, 0.059, -0.057], [-0.025, 0.035, -0.115], [0.054, -0.108, -0.093], [0.009, 0.036, 0.092], [-0.022, 0.054, 0.089], [0.005, -0.096, -0.011], [0.019, -0.139, 0.004], [-0.005, -0.007, 0.065], [-0.078, 0.080, -0.001], [-0.081, 0.214, 0.026], [0.061, -0.083, -0.031], [0.018, -0.054, 0.020], [-0.046, 0.021, 0.153], [0.030, -0.048, -0.077], [-0.013, 0.011, -0.082], [-0.047, 0.059, -0.040], [-0.053, 0.044, 0.030], [0.027, -0.081, 0.112], [0.058, 0.044, 0.109], [0.111, -0.050, -0.007]], "lowdin_charge": [0.85, 0.00, -0.12, -0.55, 0.06, -0.13, -0.09, -0.61, 0.08, -0.15, 0.10, 0.09, 0.13, 0.13, 0.13, 0.14, 0.20, -0.63, 0.21, -0.05, 0.12, 0.12, 0.12, 0.11, -0.07, -0.14, -0.04, -0.40, 0.06, -0.16, -0.04, -0.04, 0.10, 0.04, 0.06, 0.10, 0.09, 0.10, 0.06, 0.10, 0.10, 0.09, 0.09, 0.10, 0.10, -0.11, -0.25, -0.18, -0.16, 0.00, -0.76, 0.73, 0.03, -0.20, -0.20, -0.25, -0.11, 0.08, 0.05, 0.06, 0.11, 0.11, 0.12, 0.11, 0.11, 0.13, 0.08, 0.12, 0.13, 0.08, 0.12, 0.09, 0.11, 0.11, 0.06, 0.07, 0.07], "fmax_ev_per_a": 1.8, "multiplicity": 5, "orbital_gap_ev": [7.344, 8.457], "lumo_energy_ev": [-3.47, -2.43], "s_squared": 6.0609, "total_charge": 1}

---

{"formula": "C19H27BNO2PRu", "method": "ωB97M-V/def2-TZVPD", "elements": ["C", "C", "C", "C", "C", "C", "C", "C", "N", "Ru", "C", "P", "H", "H", "H", "H", "H", "H", "H", "H", "C", "C", "H", "C", "C", "H", "H", "H", "H", "H", "H", "H", "H", "H", "H", "H", "H", "H", "H", "O", "B", "O", "C", "C", "C", "C", "C", "C", "H", "H", "H", "H"], "coordinates": [[-2.1734, 0.2741, -3.7710], [-2.1284, -0.7190, -2.7927], [-1.4770, -0.5066, -1.5667], [-0.9903, 0.7827, -1.3063], [-0.8257, 1.6961, -2.3604], [-1.5028, 1.4769, -3.5670], [-1.2775, -1.6564, -0.6302], [-0.3410, -2.7455, -1.2346], [0.9143, -2.2327, -1.7272], [-1.0263, 1.8290, 0.4567], [0.0335, 2.9080, -2.1472], [0.7041, 2.7701, -0.4173], [-2.5833, -1.6961, -2.9655], [-1.4842, 2.2608, -4.3256], [-2.6979, 0.0867, -4.7069], [-0.5399, 3.8465, -2.2011], [0.8831, 2.9711, -2.8459], [-0.8734, -1.3192, 0.3318], [-2.2404, -2.1522, -0.4284], [-0.1241, -3.5054, -0.4614], [1.1547, 4.4408, 0.0744], [2.2856, 1.9276, -0.6895], [-0.8530, -3.2374, -2.0792], [1.2377, -2.3417, -3.1198], [2.0014, -2.0065, -0.8136], [-1.3905, 3.2784, 1.3769], [1.4698, -3.3881, -3.4063], [0.3966, -1.9872, -3.7401], [2.1282, -1.7256, -3.3204], [2.4849, -2.9577, -0.5104], [2.7671, -1.3925, -1.3142], [1.6516, -1.4899, 0.0941], [2.8088, 2.3373, -1.5659], [2.8937, 2.0855, 0.2110], [2.1353, 0.8490, -0.8291], [0.9053, 5.1515, -0.7221], [0.5960, 4.6942, 0.9818], [2.2306, 4.4729, 0.2852], [-0.6865, 3.0546, 1.6435], [0.4367, -0.2627, 2.2716], [-0.6548, 0.6227, 2.0042], [-1.6343, 0.4989, 3.0436], [-1.1739, -0.4868, 3.8494], [-1.7626, -0.9827, 4.9905], [-1.0482, -1.9565, 5.6974], [0.2060, -2.3958, 5.2649], [0.7983, -1.8857, 4.0973], [0.0817, -0.9316, 3.4080], [-2.7366, -0.6152, 5.3077], [-1.4887, -2.3705, 6.6034], [0.7350, -3.1561, 5.8394], [1.7746, -2.2124, 3.7329]], "forces_ev_per_angstrom": [[-0.034, 0.081, -0.028], [0.473, -0.269, 0.285], [-0.543, 0.535, -0.946], [0.668, -0.277, 0.546], [-0.878, -0.220, -0.571], [0.339, -0.087, -0.027], [-0.226, -0.233, 0.430], [-0.769, -0.371, -0.110], [0.373, -0.846, 0.169], [-1.152, -1.217, 0.416], [0.215, 0.619, 0.401], [1.722, 1.380, -2.587], [0.001, 0.242, -0.148], [0.001, -0.348, 0.030], [0.064, 0.100, 0.247], [0.196, -0.234, -0.109], [-0.390, -0.006, -0.051], [-0.062, -0.013, -0.286], [0.364, -0.044, 0.003], [0.010, 0.287, -0.252], [0.318, 0.346, 0.225], [0.299, -0.368, 0.397], [0.262, 0.229, 0.344], [0.219, 0.678, -0.793], [0.519, 0.688, 0.367], [-1.409, 0.556, -0.125], [-0.198, 0.265, 0.316], [0.184, -0.208, 0.315], [-0.370, -0.312, -0.028], [-0.382, 0.192, -0.234], [-0.301, -0.275, 0.264], [-0.037, -0.237, -0.276], [-0.170, 0.003, 0.321], [0.044, -0.166, -0.273], [-0.009, 0.352, 0.028], [0.131, -0.078, 0.244], [0.286, 0.199, -0.238], [-0.251, 0.246, -0.023], [0.832, -0.230, 0.712], [-0.459, -0.678, 1.260], [-0.530, -0.251, -0.319], [0.769, -1.613, 1.276], [-1.178, 1.608, -0.370], [-0.239, -0.804, 1.168], [-1.815, 1.144, -0.070], [1.503, -0.166, -1.128], [0.239, -0.521, 0.386], [1.413, 0.101, -1.089], [0.250, -0.137, 0.011], [0.166, 0.074, -0.208], [-0.125, 0.214, -0.141], [-0.333, 0.072, 0.270]], "nbo_charge": [-0.19, -0.25, 0.02, -0.31, -0.06, -0.19, -0.43, -0.26, 0.03, 0.19, -0.72, 1.10, 0.22, 0.24, 0.24, 0.26, 0.25, 0.22, 0.25, 0.25, -0.97, -0.95, 0.24, -0.47, -0.47, 0.07, 0.28, 0.27, 0.24, 0.27, 0.25, 0.26, 0.26, 0.26, 0.23, 0.27, 0.25, 0.26, 0.08, -0.63, 0.69, -0.60, 0.41, -0.27, -0.11, -0.07, -0.27, 0.31, 0.27, 0.26, 0.26, 0.26], "fmax_ev_per_a": 3.4, "multiplicity": 5, "orbital_gap_ev": [6.572, 4.363], "lumo_energy_ev": [-5.53, -9.49], "s_squared": 6.0373, "total_charge": 2}

---

{"formula": "C7H10O", "method": "ωB97M-V/def2-TZVPD", "elements": ["O", "C", "C", "C", "C", "C", "C", "C", "H", "H", "H", "H", "H", "H", "H", "H", "H", "H"], "coordinates": [[1.8404, 2.6868, -0.1122], [1.2956, 1.6554, 0.0385], [0.1580, 1.0131, -0.7725], [0.5019, -0.4638, -1.0461], [-0.2246, -1.2498, -0.0630], [0.3678, -1.9265, 0.9109], [-2.2391, -0.6543, 0.9565], [-1.6919, -1.2397, -0.0488], [1.4735, 0.9253, 0.9186], [-0.8505, 1.2522, -0.1198], [-0.1129, 1.5599, -1.6775], [1.6289, -0.5524, -0.9113], [0.0459, -0.7227, -1.9804], [1.4313, -1.9154, 1.2090], [-0.2229, -2.5598, 1.6199], [-3.1602, -0.2105, 1.1148], [-1.7503, -0.5126, 1.8859], [-2.2120, -1.5649, -1.0137]], "forces_ev_per_angstrom": [[0.163, 0.385, -0.229], [-1.048, -1.829, 0.869], [-2.301, 2.563, 0.749], [0.790, 0.419, 1.089], [-1.988, 0.880, -1.189], [1.904, -2.518, 4.765], [-0.387, 0.509, 2.835], [0.769, -1.864, -4.801], [0.481, 0.824, -0.402], [2.546, -1.042, -1.272], [0.552, -0.055, -0.170], [-1.476, -0.414, -0.763], [0.450, -0.050, -1.096], [-0.412, 0.074, -0.891], [0.358, 0.705, -0.774], [-2.339, 0.282, -0.767], [1.369, 0.104, 0.708], [0.568, 1.026, 1.341]], "nbo_charge": [-0.41, 0.46, -0.49, -0.49, 0.17, -0.10, -0.23, -0.23, 0.08, 0.25, 0.26, 0.26, 0.29, 0.23, 0.23, 0.24, 0.21, 0.26], "fmax_ev_per_a": 5.7, "multiplicity": 2, "orbital_gap_ev": [9.718, 4.829], "lumo_energy_ev": [-4.36, -8.89], "s_squared": 0.7601, "total_charge": 1}

---

{"formula": "C4H8O3", "method": "ωB97M-V/def2-TZVPD", "elements": ["C", "C", "O", "C", "O", "C", "O", "H", "H", "H", "H", "H", "H", "H", "H"], "coordinates": [[1.9790, -0.6848, -0.6734], [1.2273, 0.6059, -0.5548], [-0.1480, 0.2888, -0.6511], [-0.9821, 0.6847, 0.2854], [-0.9172, 1.6784, 0.9765], [-1.8683, -0.5079, 0.4819], [-2.8577, -0.2246, 1.4096], [1.9030, -1.4257, 0.1451], [1.6760, -1.2030, -1.5902], [2.9988, -0.3302, -0.7300], [1.3778, 1.2418, -1.4259], [1.4810, 1.1756, 0.3567], [-2.2464, -0.8655, -0.4923], [-1.0961, -1.2111, 0.8121], [-2.5204, 0.6021, 1.7926]], "forces_ev_per_angstrom": [[0.378, -0.257, -0.134], [-0.024, 0.537, -0.126], [0.097, 0.276, -0.321], [-0.024, -0.091, 0.456], [-0.131, -0.716, -0.504], [-0.309, 0.410, -0.284], [-0.056, 0.042, 0.228], [-0.209, 0.756, -0.113], [0.296, 0.169, 0.071], [0.643, -0.557, -0.224], [0.688, 0.074, 0.081], [-0.393, -0.248, -0.317], [-0.037, 0.153, 0.494], [-0.392, -0.555, 0.320], [-0.528, 0.007, 0.374]], "nbo_charge": [-0.63, -0.08, -0.52, 0.78, -0.60, -0.16, -0.70, 0.22, 0.22, 0.22, 0.19, 0.20, 0.20, 0.18, 0.48], "fmax_ev_per_a": 0.9, "orbital_gap_ev": 11.315, "lumo_energy_ev": 0.77, "smiles": "CCOC(=O)CO", "total_charge": 0}